DFT (ωB97M-V/def2-TZVPD) results for C12H36KO16P4 as an isolated structure.

Last column: natural (NBO) charge in e.
Element x y z (Å)
K: -9.956 20.242 -24.405  0.974
C: -10.650 21.351 -19.693  -0.271
O: -11.494 20.447 -20.471  -0.791
P: -10.805 19.103 -20.963  2.567
O: -9.525 19.213 -21.647  -1.148
O: -11.950 18.463 -21.890  -0.811
C: -11.796 17.207 -22.562  -0.249
O: -10.735 18.108 -19.606  -0.802
C: -9.577 17.264 -19.427  -0.264
H: -10.881 22.343 -20.082  0.191
H: -9.586 21.185 -19.861  0.203
H: -10.768 21.488 -18.619  0.213
H: -12.487 16.567 -22.014  0.209
H: -10.796 16.796 -22.426  0.183
H: -11.963 17.270 -23.637  0.200
H: -10.054 16.284 -19.412  0.192
H: -8.955 17.378 -18.540  0.196
H: -8.844 17.249 -20.233  0.191
C: -6.264 17.640 -21.355  -0.248
O: -5.911 18.822 -22.120  -0.806
P: -6.085 18.904 -23.795  2.548
O: -7.340 19.590 -24.324  -1.134
O: -6.020 17.391 -24.340  -0.787
C: -4.850 16.664 -24.374  -0.270
O: -4.679 19.616 -24.282  -0.787
C: -4.502 20.987 -24.109  -0.257
H: -6.678 18.025 -20.423  0.203
H: -5.316 17.197 -21.049  0.190
H: -6.872 16.929 -21.914  0.196
H: -5.105 15.630 -24.141  0.196
H: -4.022 16.838 -23.687  0.196
H: -4.426 16.748 -25.375  0.197
H: -3.486 21.207 -23.779  0.202
H: -5.209 21.487 -23.446  0.190
H: -4.677 21.605 -24.990  0.181
C: -6.941 22.923 -27.671  -0.254
O: -7.634 23.954 -26.989  -0.803
P: -9.205 23.847 -26.743  2.560
O: -9.685 22.568 -26.130  -1.127
O: -9.654 25.266 -25.951  -0.777
C: -10.988 25.429 -25.603  -0.276
O: -9.846 24.112 -28.264  -0.822
C: -9.666 25.205 -29.072  -0.239
H: -7.619 22.211 -28.142  0.200
H: -6.209 22.385 -27.068  0.194
H: -6.269 23.448 -28.350  0.203
H: -11.329 26.358 -26.061  0.192
H: -11.235 25.567 -24.550  0.182
H: -11.681 24.611 -25.801  0.206
H: -9.305 24.976 -30.075  0.196
H: -8.925 25.804 -28.541  0.180
H: -10.624 25.724 -29.040  0.187
C: -16.024 22.659 -24.967  -0.266
O: -15.098 21.567 -24.767  -0.793
P: -13.511 21.953 -24.778  2.591
O: -12.607 20.805 -24.766  -1.141
O: -13.284 22.878 -26.046  -0.827
C: -13.552 22.442 -27.359  -0.271
O: -13.461 23.026 -23.590  -0.798
C: -12.297 23.409 -22.934  -0.255
H: -16.570 22.892 -24.053  0.200
H: -16.778 22.284 -25.660  0.200
H: -15.591 23.575 -25.369  0.193
H: -12.678 22.506 -28.007  0.204
H: -14.329 23.085 -27.773  0.195
H: -13.745 21.380 -27.509  0.202
H: -12.491 24.482 -22.938  0.197
H: -11.313 23.238 -23.371  0.185
H: -12.277 23.035 -21.911  0.190

Cartesian forces (eV/Å) of the 3 atoms listed first:
0.158 0.120 -0.036
0.459 1.317 -0.701
0.542 -0.611 0.764

As for the net charge: +1. Its gap between HOMO and LUMO is 11.12 eV. The calculation puts the energy at -99271.9919 eV.